No. 1
{
  "formula": "C42H56N12O8S",
  "method": "wB97M-V/def2-TZVPD",
  "elements": ["S", "O", "O", "O", "O", "N", "C", "C", "C", "C", "H", "H", "H", "H", "H", "N", "C", "C", "C", "C", "H", "H", "H", "H", "H", "N", "C", "C", "C", "C", "H", "H", "H", "H", "H", "N", "C", "C", "C", "C", "H", "H", "H", "H", "H", "N", "C", "C", "C", "C", "H", "H", "H", "H", "H", "N", "C", "C", "C", "C", "H", "H", "H", "H", "H", "N", "C", "C", "C", "C", "H", "H", "H", "H", "H", "N", "C", "C", "C", "C", "H", "H", "H", "H", "H", "N", "C", "C", "C", "C", "H", "H", "H", "H", "H", "N", "C", "C", "C", "C", "H", "H", "H", "H", "H", "C", "N", "O", "O", "H", "H", "H", "C", "N", "O", "O", "H", "H", "H"],
  "positions_angstrom": [[33.5380, 1.1600, 2.4020], [34.6320, 0.6490, 3.2350], [32.2690, 0.8950, 3.0280], [33.6420, 2.6310, 2.2400], [33.6350, 0.5520, 1.0990], [31.7920, 0.7780, -1.6460], [31.2690, -0.1120, -2.5310], [30.2690, 0.4370, -3.4610], [30.1160, 1.8740, -2.8260], [31.1490, 2.0530, -1.7340], [32.4280, 0.5870, -0.8550], [31.6310, -1.1650, -2.4930], [29.7810, 0.0140, -4.3540], [29.4170, 2.6370, -3.0200], [31.3970, 2.8810, -0.9530], [35.8470, -2.3520, 3.6480], [35.3580, -3.6800, 3.1720], [36.4040, -4.6600, 3.8740], [37.3290, -3.7650, 4.7990], [36.8500, -2.3820, 4.6840], [35.4400, -1.3290, 3.3180], [34.6580, -3.6420, 2.2720], [36.6090, -5.7360, 3.6890], [38.0030, -4.2280, 5.4240], [36.7930, -1.3870, 4.9530], [31.6280, -1.7690, 4.7360], [30.3010, -2.0800, 5.0860], [30.2790, -3.3460, 5.8490], [31.7780, -3.8180, 6.0820], [32.5340, -2.8080, 5.2900], [31.7930, -0.9370, 4.1920], [29.5010, -1.3040, 4.7830], [29.3230, -3.7190, 6.2880], [32.1080, -4.8530, 6.5580], [33.6220, -2.6150, 5.1550], [32.7110, -2.8690, 0.6290], [31.6030, -3.2810, 1.3830], [31.1620, -4.5800, 0.6650], [32.1800, -4.9420, -0.2690], [33.1760, -3.8540, -0.2590], [33.1120, -1.8930, 0.8980], [31.2120, -2.7750, 2.1830], [30.3000, -5.2150, 1.3000], [32.2950, -5.8830, -0.8920], [34.0260, -3.6490, -0.9480], [29.7050, 1.0540, 2.5880], [28.7580, 1.5340, 3.5310], [27.3710, 1.3810, 2.9320], [27.6240, 0.7350, 1.5350], [29.0950, 0.5820, 1.3690], [30.8380, 1.0220, 2.7050], [29.2960, 1.8310, 4.5220], [26.5170, 1.7290, 3.3270], [26.9200, 0.2320, 0.9070], [29.8420, 0.0950, 0.7320], [33.9040, 4.0520, -0.7940], [35.0480, 3.6660, -1.5260], [35.0930, 4.6990, -2.6450], [33.9570, 5.7660, -2.2760], [33.3910, 5.2870, -1.0010], [33.6990, 3.3680, 0.0910], [35.7510, 2.8080, -1.4580], [35.8020, 4.5740, -3.5720], [33.7430, 6.7120, -2.7950], [32.6260, 5.5830, -0.3800], [32.5880, 4.5030, 3.4690], [33.0440, 5.6840, 3.9600], [31.9050, 6.5080, 4.3560], [30.5780, 5.7510, 4.0950], [31.1370, 4.3870, 3.4510], [33.0610, 3.6150, 3.0630], [34.1270, 5.8850, 3.8730], [31.8730, 7.5460, 4.9190], [29.6540, 6.1820, 4.1330], [30.6460, 3.3910, 2.9130], [37.0630, 1.6280, 2.8430], [37.7270, 1.3280, 1.6900], [39.1720, 1.9280, 1.9130], [39.1950, 2.5940, 3.3360], [37.6970, 2.3090, 3.8290], [36.1370, 1.3110, 2.8160], [37.2980, 1.0020, 0.8090], [39.9630, 1.7870, 1.1550], [40.0200, 2.8410, 3.8100], [37.1850, 2.5160, 4.6790], [35.2230, 1.3890, 5.7070], [35.0860, 2.7580, 6.1460], [35.2110, 2.7240, 7.6180], [35.5700, 1.2940, 7.9540], [35.2980, 0.4850, 6.7740], [34.8650, 1.1590, 4.7130], [34.8770, 3.6420, 5.5770], [35.2930, 3.7040, 8.1440], [35.5900, 0.8970, 8.9710], [34.8950, -0.5280, 6.5660], [35.3670, -1.1320, -1.4720], [36.2790, -2.2080, -1.1270], [37.0730, -2.4110, -2.4480], [36.6620, -1.2780, -3.3180], [35.5000, -0.5790, -2.7050], [34.5270, -0.9030, -0.7200], [36.2030, -2.6850, -0.1370], [38.0150, -3.0310, -2.5590], [37.1610, -0.9020, -4.2480], [34.6520, 0.1480, -3.0570], [36.6530, 5.2330, 1.6240], [37.3480, 5.8030, 2.8830], [38.2520, 6.5860, 2.7260], [36.8090, 5.6740, 3.9180], [36.3030, 5.8670, 0.8600], [35.7060, 4.6550, 1.9640], [37.2440, 4.6970, 0.8950], [31.9250, 1.9520, 6.1830], [30.8360, 2.2040, 7.0110], [30.7930, 1.4720, 8.0490], [30.0150, 2.9690, 6.6640], [32.6280, 2.7440, 6.2920], [31.4640, 2.0060, 5.2210], [32.6540, 1.1090, 6.4090]],
  "forces_ev_per_angstrom": [[0.32, 1.56, -1.16], [0.42, -0.82, 0.61], [-1.45, -1.13, 1.57], [1.06, -0.49, -0.64], [-0.03, -1.30, -2.05], [-1.24, 2.14, 0.27], [-1.21, -0.76, -2.45], [2.33, 3.18, 5.02], [4.10, -2.66, 1.91], [-2.19, -1.93, -2.17], [-0.51, -0.12, -0.67], [-0.23, 1.05, -0.16], [0.36, 0.19, 0.99], [-0.63, 0.63, -0.60], [-0.70, -1.74, -1.89], [-1.42, -0.81, -0.39], [5.42, 0.79, 2.43], [-0.95, 5.38, -0.43], [-5.73, 1.69, -3.87], [-2.06, -4.96, -4.02], [0.99, -3.51, 1.12], [1.07, -0.66, 1.60], [-0.60, 1.05, 0.16], [1.44, -0.42, 1.36], [1.73, 1.69, 1.95], [-0.74, -3.85, 2.56], [0.97, -1.83, 1.09], [2.24, 2.35, -0.80], [-1.77, 2.72, -2.96], [-2.32, 0.17, 0.90], [0.87, 0.12, -0.06], [1.24, -1.78, 0.61], [1.24, 0.10, -0.42], [-0.57, 2.80, -1.20], [-1.09, -0.57, 0.10], [-0.07, 0.81, 1.93], [1.03, -5.05, -6.58], [-0.19, 1.58, 4.73], [1.51, 1.76, 0.29], [-2.27, -0.50, -0.15], [-0.43, -2.39, -1.02], [-0.87, 1.25, 1.62], [2.50, 1.55, -2.46], [-0.33, 1.50, 0.97], [-0.90, -0.25, 0.78], [-1.08, -0.18, -0.91], [-0.47, -1.15, -2.13], [8.27, -2.33, -2.99], [3.89, 0.91, 3.10], [-2.14, 1.25, 4.04], [-2.81, 0.21, -0.09], [-1.96, -0.14, -1.81], [-2.88, 0.92, 1.30], [-0.42, 0.29, -0.31], [-1.06, 0.20, -0.35], [2.39, -4.20, 3.89], [-1.62, 4.56, -4.35], [-1.63, -0.63, 2.80], [2.11, -3.29, 1.79], [2.90, -0.70, -5.34], [0.31, 2.64, -2.29], [-1.33, 0.54, 0.48], [-1.63, 0.72, 2.08], [0.15, -0.73, 0.39], [-1.55, 0.97, 1.00], [-4.28, -0.67, -0.11], [-2.20, 1.08, 0.39], [-1.63, -1.11, 0.09], [8.89, -3.96, -2.20], [0.10, 2.90, 0.93], [0.13, 1.49, 0.47], [-0.86, 0.06, 0.48], [0.49, -2.33, -1.48], [-2.35, 0.55, 0.21], [1.31, 3.08, 1.77], [2.03, 0.51, -1.33], [6.82, 3.99, 3.69], [-4.17, -0.38, 2.53], [-9.26, -5.05, -5.72], [6.19, -0.31, -4.72], [-1.94, -0.12, 1.01], [-0.95, -0.87, -1.31], [-0.41, 0.35, 0.79], [3.46, 1.53, 2.43], [-1.01, 0.69, 2.43], [-2.08, 2.13, -0.17], [0.84, -3.43, 4.43], [1.59, -1.48, -3.71], [-2.78, 0.53, -1.60], [0.45, 3.30, 0.54], [0.74, -0.08, 1.69], [0.14, -0.17, -0.75], [-0.06, -1.36, 0.01], [0.15, 0.12, -0.43], [1.10, 0.60, 0.56], [-1.50, -1.69, 3.92], [0.15, 1.67, -5.30], [-1.46, 2.92, 3.00], [-1.68, 0.03, 1.40], [1.27, -1.20, -0.83], [3.00, -0.39, -2.77], [0.22, 0.24, -0.87], [-1.55, 0.85, 0.16], [-0.71, -0.83, 0.95], [2.27, -1.36, 0.54], [-1.77, -2.44, 1.07], [-0.75, 1.54, -3.49], [1.48, 0.09, -0.87], [-1.56, -1.45, 2.49], [-0.56, 2.57, 0.13], [2.02, 0.65, -0.37], [1.07, -1.11, 1.05], [3.07, -0.87, -1.52], [0.30, -4.11, 4.55], [-0.49, 1.79, -1.29], [-1.86, 1.78, -0.29], [0.17, 1.29, -0.16], [0.61, -0.31, -1.08], [-1.97, 0.39, -0.07]],
  "homo_ev": -3.40,
  "total_energy_ha": -3290.3590,
  "total_charge": -2,
  "relative_energy_kj_mol": 68.0,
  "e_lumo_ev": 4.18,
  "orbital_gap_ev": 7.58
}

---

No. 2
{
  "formula": "C42H56N6OOsP2Si2",
  "method": "wB97M-V/def2-TZVPD",
  "elements": ["Os", "C", "Si", "C", "C", "N", "P", "C", "P", "N", "Si", "C", "C", "C", "C", "C", "C", "C", "C", "C", "C", "C", "C", "C", "C", "C", "C", "C", "C", "C", "C", "C", "C", "C", "C", "C", "C", "C", "H", "H", "H", "H", "H", "H", "H", "H", "H", "H", "H", "H", "H", "H", "H", "H", "H", "H", "H", "H", "H", "H", "H", "H", "H", "H", "H", "H", "H", "H", "H", "H", "H", "H", "H", "H", "H", "H", "C", "N", "C", "C", "C", "N", "C", "C", "O", "H", "H", "H", "H", "H", "H", "H", "H", "H", "H", "H", "H", "N", "C", "C", "C", "N", "C", "C", "H", "H", "H", "H", "H", "H"],
  "positions_angstrom": [[0.2234, 0.6108, -0.2657], [0.0717, 2.5043, 3.5444], [-1.3892, 1.5171, 2.8228], [-2.2196, 0.5500, 4.2379], [-2.5997, 2.5884, 1.8105], [-0.7063, 0.3604, 1.6669], [-1.2528, -1.1471, 1.3558], [-0.7460, -1.1689, -0.3357], [-1.0915, -1.1366, -2.0660], [-0.5813, 0.3915, -2.3114], [-1.3980, 1.7425, -3.0872], [-3.1503, 1.8741, -2.3309], [-1.4552, 1.5649, -4.9815], [-0.2263, 3.1455, -2.5596], [-2.7190, -1.4939, -2.7694], [-3.8663, -1.6680, -2.0086], [-5.0917, -1.7781, -2.6429], [-5.1699, -1.7155, -4.0244], [-4.0173, -1.5671, -4.7839], [-2.7889, -1.4619, -4.1597], [0.0562, -2.2298, -2.9552], [1.2362, -1.6876, -3.4534], [2.0780, -2.4666, -4.2258], [1.7488, -3.7864, -4.4937], [0.5826, -4.3333, -3.9824], [-0.2673, -3.5579, -3.2125], [-0.1929, -2.3092, 2.2581], [0.6503, -1.8304, 3.2533], [1.5068, -2.7010, 3.9025], [1.5395, -4.0372, 3.5353], [0.7107, -4.5108, 2.5289], [-0.1696, -3.6520, 1.8961], [-2.9603, -1.4237, 1.8741], [-3.2514, -2.2673, 2.9388], [-4.5403, -2.3081, 3.4401], [-5.5356, -1.5296, 2.8696], [-5.2446, -0.6931, 1.8006], [-3.9545, -0.6327, 1.3066], [-0.2949, 3.2537, 4.2359], [0.6312, 3.0144, 2.7710], [0.7519, 1.8642, 4.0971], [-2.2259, 1.1430, 5.1460], [-1.6981, -0.3784, 4.4553], [-3.2517, 0.3042, 4.0137], [-2.7908, 3.5339, 2.3050], [-3.5592, 2.0950, 1.6839], [-2.1924, 2.7994, 0.8227], [-3.8164, 1.1376, -2.7723], [-3.5949, 2.8497, -2.4973], [-3.1234, 1.6916, -1.2580], [-2.3076, 0.9764, -5.3040], [-0.5541, 1.1115, -5.3858], [-1.5647, 2.5477, -5.4286], [-0.4092, 3.4419, -1.5295], [-0.3516, 4.0248, -3.1793], [0.8101, 2.8226, -2.6465], [-3.7937, -1.7300, -0.9326], [-5.9846, -1.9106, -2.0540], [-6.1258, -1.7914, -4.5151], [-4.0723, -1.5340, -5.8607], [-1.8773, -1.3615, -4.7359], [1.4564, -0.6506, -3.2387], [2.9901, -2.0532, -4.6273], [2.3948, -4.3907, -5.1123], [0.3294, -5.3618, -4.1916], [-1.1885, -3.9723, -2.8262], [0.6149, -0.7824, 3.5125], [2.1503, -2.3400, 4.6903], [2.2103, -4.7144, 4.0384], [0.7511, -5.5465, 2.2310], [-0.8414, -4.0091, 1.1252], [-2.4761, -2.8697, 3.3872], [-4.7621, -2.9324, 4.2905], [-6.5410, -1.5711, 3.2597], [-6.0163, -0.0756, 1.3637], [-3.6984, 0.0315, 0.4905], [2.9141, 0.9400, 2.1403], [3.1939, 2.2971, 1.7297], [4.4709, 2.8429, 2.1652], [4.3601, 4.3400, 2.3911], [3.8131, 4.9627, 1.1198], [2.5874, 4.3008, 0.7213], [1.6481, 5.0722, -0.0634], [2.3464, 2.9927, 0.9348], [1.3175, 2.4802, 0.4173], [2.9330, 0.8813, 3.2326], [3.6642, 0.2490, 1.7419], [1.9184, 0.6481, 1.7886], [5.2346, 2.6385, 1.4037], [4.7717, 2.3444, 3.0868], [5.3402, 4.7560, 2.6164], [3.6933, 4.5525, 3.2256], [4.5570, 4.8864, 0.3178], [3.6005, 6.0202, 1.2826], [1.6789, 6.1090, 0.2651], [0.6486, 4.6793, 0.1058], [1.8770, 5.0315, -1.1308], [5.9387, -2.4345, -0.1951], [4.7581, -1.8227, -0.3567], [3.5456, -2.4629, -0.0385], [2.3651, -1.7885, -0.2028], [2.2897, -0.5293, -0.6487], [3.4323, 0.0896, -0.9587], [4.6654, -0.5000, -0.8304], [5.9807, -3.4006, 0.0830], [6.7937, -1.9976, -0.4928], [3.5428, -3.4763, 0.3270], [1.4215, -2.2714, 0.0226], [3.3416, 1.1032, -1.3287], [5.5590, 0.0431, -1.0891]],
  "forces_ev_per_angstrom": [[-0.92, -1.36, -0.01], [-0.75, -0.34, -0.39], [0.11, 0.46, 0.26], [0.19, 0.43, -0.60], [0.53, -0.33, 0.62], [0.29, -0.03, -0.80], [0.61, -0.12, 0.14], [-0.44, 1.11, 0.06], [0.62, -0.40, -0.18], [0.43, 0.08, 1.07], [-0.03, 0.54, -0.17], [0.75, -0.01, -0.44], [-0.05, 0.02, 0.84], [-0.65, -0.39, -0.26], [0.46, 0.06, 0.50], [0.13, -0.03, 0.06], [-0.05, -0.03, 0.12], [0.12, 0.03, -0.02], [0.02, 0.02, -0.03], [0.15, -0.05, 0.01], [-0.36, 0.24, 0.17], [-0.12, 0.15, 0.05], [0.12, -0.08, 0.00], [0.00, 0.00, 0.00], [-0.09, -0.12, 0.09], [-0.01, 0.05, 0.08], [-0.38, 0.13, -0.28], [-0.19, 0.07, -0.07], [0.08, -0.08, 0.02], [0.04, 0.04, 0.01], [-0.07, -0.10, -0.11], [-0.03, 0.13, 0.02], [0.57, 0.01, -0.42], [0.02, -0.10, -0.03], [-0.04, -0.03, 0.03], [0.04, -0.01, 0.00], [0.00, 0.13, -0.13], [0.02, 0.03, -0.03], [-0.13, 0.20, 0.19], [0.08, 0.13, -0.16], [0.10, -0.22, 0.09], [0.09, 0.21, 0.17], [0.14, -0.10, 0.06], [-0.19, -0.04, -0.08], [-0.05, 0.26, 0.10], [-0.10, -0.12, 0.00], [0.11, 0.04, -0.10], [-0.07, -0.14, -0.12], [-0.05, 0.23, -0.03], [0.07, 0.04, 0.18], [-0.14, -0.10, -0.01], [0.17, -0.04, 0.02], [0.02, 0.24, -0.07], [-0.02, 0.03, 0.18], [-0.04, 0.27, -0.14], [0.10, -0.08, -0.05], [-0.08, 0.01, 0.03], [-0.14, -0.04, 0.06], [-0.15, -0.02, -0.06], [-0.04, -0.01, -0.11], [-0.05, 0.00, -0.11], [0.08, -0.02, -0.14], [0.08, 0.10, -0.04], [0.07, -0.04, -0.04], [-0.02, -0.07, -0.03], [-0.09, -0.09, -0.04], [0.08, 0.08, 0.06], [0.06, 0.03, 0.08], [0.10, -0.10, 0.06], [-0.02, -0.15, 0.04], [0.04, -0.12, -0.08], [0.06, -0.05, 0.07], [-0.05, -0.13, 0.05], [-0.08, 0.01, 0.05], [-0.06, 0.01, -0.02], [-0.11, 0.09, -0.03], [-0.28, -0.25, -0.04], [-0.23, -0.04, -0.25], [0.24, 0.39, 0.08], [0.00, -0.11, -0.28], [0.48, 0.09, 0.34], [-0.16, -0.18, 0.00], [-0.34, 0.01, -0.22], [0.64, 0.23, 0.35], [-0.92, -0.93, -0.51], [-0.03, 0.00, -0.07], [-0.10, 0.01, 0.03], [0.38, 0.00, 0.28], [-0.01, -0.06, 0.12], [-0.09, -0.09, -0.07], [0.00, 0.01, 0.03], [-0.03, -0.03, 0.07], [-0.05, 0.09, 0.01], [-0.04, -0.08, -0.09], [0.04, -0.02, 0.01], [0.00, 0.13, -0.12], [-0.04, 0.01, 0.00], [0.26, -0.17, 0.01], [-0.38, 0.15, 0.03], [0.13, 0.13, -0.08], [0.04, -0.32, 0.07], [-0.76, 0.53, 0.25], [0.26, 0.04, -0.07], [-0.07, -0.03, -0.04], [0.04, 0.08, -0.02], [-0.01, -0.04, 0.02], [-0.05, -0.17, 0.05], [0.09, 0.00, 0.01], [0.04, 0.06, 0.02], [0.11, 0.13, -0.10]],
  "s_squared": 6.021,
  "homo_ev": [-13.05, -13.40],
  "total_energy_ha": -3389.8353,
  "total_charge": 2,
  "relative_energy_kj_mol": 0.0,
  "multiplicity": 5,
  "e_lumo_ev": [-4.95, -6.23],
  "orbital_gap_ev": [8.10, 7.17]
}